The following is a quantum chemistry calculation of 4 unconnected molecules or ions with the total composition C3H7NOSi, from the Open Molecules 2025 dataset.

The value obtained for the LUMO energy is -0.015 eV. The calculation puts the highest occupied orbital energy at -10.3 eV. The electronic energy is -537.88121 hartree. Its energy above the lowest of the compared OMol25 structures with the same formula, charge and spin is 72.85 kcal/mol.

```
! wB97M-V def2-TZVPD RIJCOSX def2/J DEFGRID3
* xyz 0 1
C 0.65 -1.37 0.19
C 1.46 -0.46 0.56
C 1.33 0.24 1.80
N 1.37 0.88 2.75
O -1.76 0.55 1.49
Si -1.46 1.64 2.50
H 0.75 -1.82 -0.84
H -0.07 -1.82 0.80
H 2.25 -0.14 -0.15
H 4.40 1.37 0.21
H -2.08 1.99 3.83
H -0.34 2.51 2.45
H 5.05 1.49 0.75
*
```

Atomic partial charges in e from the Löwdin method, atoms 1 to 2: 0.026 -0.190

=====

The following is a quantum chemistry calculation of a molecular structure, C3H7NOSn, from the Open Molecules 2025 dataset.

The value obtained for the LUMO energy is -12.850 eV. The calculation puts the highest occupied orbital energy at -15.3 eV. The electronic energy is -461.97515 hartree. Its energy above the lowest of the compared OMol25 structures with the same formula, charge and spin is 83.47 kcal/mol.

```
! wB97M-V def2-TZVPD RIJCOSX def2/J DEFGRID3
* xyz 2 1
Sn -30.68 23.51 8.55
C -33.94 29.64 7.36
C -32.51 29.93 7.61
O -31.78 28.91 7.69
N -32.09 31.20 7.69
C -30.72 31.66 7.98
H -34.63 30.11 8.07
H -34.10 28.57 7.38
H -34.29 30.02 6.40
H -32.72 31.95 7.44
H -30.65 32.74 7.93
H -30.05 31.09 7.34
H -30.41 31.34 8.97
*
```

Atomic partial charges in e from the Löwdin method, atoms 1 to 2: 1.593 0.013

=====

The following is a quantum chemistry calculation of a molecular structure, C3H7NS, from the Open Molecules 2025 dataset.

The value obtained for the LUMO energy is 0.245 eV. The calculation puts the highest occupied orbital energy at -8.4 eV. The electronic energy is -571.18851 hartree. Its energy above the lowest of the compared OMol25 structures with the same formula, charge and spin is 157.14 kcal/mol.

```
! wB97M-V def2-TZVPD RIJCOSX def2/J DEFGRID3
* xyz 0 1
C -0.16 0.27 -1.06
C 0.08 -0.14 0.50
C 1.32 -0.69 1.04
H -1.63 1.61 0.13
H -2.36 0.10 -1.54
H 0.11 -0.73 -1.71
H 0.76 0.90 -1.11
H -0.76 -0.47 1.21
H 0.91 -1.81 1.67
H 2.00 -0.80 0.14
N -1.32 0.88 -0.98
S 1.06 0.90 1.73
*
```

Atomic partial charges in e from the Löwdin method, atoms 1 to 2: -0.467 -0.635

=====

The following is a quantum chemistry calculation of C3H7NS in the gas phase, from the Open Molecules 2025 dataset.

As for the SMILES: CCNC=S. The value obtained for the LUMO energy is 0.288 eV. The calculation puts the highest occupied orbital energy at -8.3 eV. The electronic energy is -571.35965 hartree. Its energy above the lowest of the compared OMol25 structures with the same formula, charge and spin is 49.75 kcal/mol.

```
! wB97M-V def2-TZVPD RIJCOSX def2/J DEFGRID3
* xyz 0 1
C 1.58 0.09 -0.09
C 0.18 -0.39 -0.68
N -0.53 -0.17 0.41
C -1.67 0.55 0.40
S -2.95 0.36 1.59
H 1.66 -0.66 0.64
H 1.10 0.98 0.34
H 2.51 0.12 -0.75
H 0.18 -1.37 -1.08
H 0.06 0.34 -1.51
H -0.22 -0.74 1.33
H -1.91 0.89 -0.60
*
```

Atomic partial charges in e from the Löwdin method, atoms 1 to 2: -0.055 -0.324

=====

The following is a quantum chemistry calculation of a molecular structure, C3H7NS, from the Open Molecules 2025 dataset.

The value obtained for the LUMO energy is 0.410 eV. The calculation puts the highest occupied orbital energy at -8.4 eV. The electronic energy is -571.28814 hartree. Its energy above the lowest of the compared OMol25 structures with the same formula, charge and spin is 94.62 kcal/mol.

```
! wB97M-V def2-TZVPD RIJCOSX def2/J DEFGRID3
* xyz 0 1
C -0.17 2.54 -0.13
C -0.10 1.25 -0.85
C -0.21 -2.58 0.74
H 0.76 2.44 0.58
H -0.97 2.94 0.57
H 0.00 3.49 -0.94
H -1.08 1.17 -1.35
H 0.73 1.56 -1.87
H -0.13 -3.54 0.04
H -0.25 -2.25 1.72
N 0.01 -1.64 -0.31
S 0.23 -0.10 0.30
*
```

Atomic partial charges in e from the Löwdin method, atoms 1 to 2: -0.286 -0.645

=====

The following is a quantum chemistry calculation of C3H7NS in the gas phase, from the Open Molecules 2025 dataset.

As for the SMILES: N[C@H]1C[C@H]1S. The value obtained for the LUMO energy is 0.378 eV. The calculation puts the highest occupied orbital energy at -8.7 eV. The electronic energy is -571.33067 hartree. Its energy above the lowest of the compared OMol25 structures with the same formula, charge and spin is 67.93 kcal/mol.

```
! wB97M-V def2-TZVPD RIJCOSX def2/J DEFGRID3
* xyz 0 1
N 1.12 1.35 0.21
C 1.26 0.08 -0.20
C 0.94 -1.23 0.45
C -0.03 -0.62 -0.58
S -1.54 0.17 -0.02
H 0.93 1.86 -0.71
H 0.47 1.62 0.90
H 2.07 0.04 -0.98
H 1.52 -2.17 0.06
H 0.85 -1.09 1.51
H -0.27 -1.25 -1.51
H -1.79 -0.60 1.48
*
```

Atomic partial charges in e from the Löwdin method, atoms 1 to 2: -0.002 -0.518

=====

The following is a quantum chemistry calculation of C3H7NS2 in the gas phase, from the Open Molecules 2025 dataset.

As for the SMILES: S=CNCCS. The value obtained for the LUMO energy is 0.595 eV. The calculation puts the highest occupied orbital energy at -8.5 eV. The electronic energy is -969.61344 hartree. Its energy above the lowest of the compared OMol25 structures with the same formula, charge and spin is 14.99 kcal/mol.

```
! wB97M-V def2-TZVPD RIJCOSX def2/J DEFGRID3
* xyz 0 1
S -3.78 0.08 0.07
C -2.26 -0.41 -0.27
N -1.13 0.29 -0.05
C 0.17 -0.40 0.15
C 1.29 0.49 -0.28
S 3.02 -0.11 -0.03
H -2.11 -1.40 -0.74
H -1.27 1.24 0.27
H 0.45 -0.69 1.24
H 0.21 -1.34 -0.47
H 1.16 1.49 0.10
H 1.23 0.68 -1.34
H 3.02 0.08 1.34
*
```

Atomic partial charges in e from the Löwdin method, atoms 1 to 2: 0.574 -0.771

=====

The following is a quantum chemistry calculation of C3H7NS2 in the gas phase, from the Open Molecules 2025 dataset.

As for the SMILES: CSC(=S)CN. The value obtained for the LUMO energy is 0.041 eV. The calculation puts the highest occupied orbital energy at -8.5 eV. The electronic energy is -969.60607 hartree. Its energy above the lowest of the compared OMol25 structures with the same formula, charge and spin is 19.61 kcal/mol.

```
! wB97M-V def2-TZVPD RIJCOSX def2/J DEFGRID3
* xyz 0 1
C -1.11 0.63 1.40
S 0.53 0.01 1.83
C 1.27 -0.63 0.38
S 2.85 -1.01 0.43
C 0.48 -0.75 -0.93
N -0.16 0.49 -1.27
H -0.99 1.46 0.76
H -1.48 0.97 2.36
H -1.74 -0.17 1.01
H 1.12 -1.15 -1.75
H -0.27 -1.48 -0.77
H 0.40 1.28 -1.52
H -0.89 0.34 -1.94
*
```

Atomic partial charges in e from the Löwdin method, atoms 1 to 2: -0.407 0.844